a) Formula: C2H5O2S
Source: the OMol25 dataset
Level of theory: ωB97M-V/def2-TZVPD

Positions of all 10 atoms, in Å:
C 0.81 -0.94 -1.38
S -0.52 -1.87 -0.54
H 0.80 0.12 -1.17
H 0.77 -1.23 -2.42
H 1.78 -1.26 -0.98
O 0.11 1.21 2.42
C -0.69 1.48 1.51
O -1.40 0.76 0.76
H -0.81 2.60 1.39
H -0.86 -0.87 0.40

Properties
- frontier orbital gap (eV) = 7.98
- total charge = -1
- E_HOMO (eV) = -4.3
- spin multiplicity = 1

These are the Mulliken partial charges, in e, on atoms 1 to 8: C -0.711; S -0.312; H 0.259; H 0.233; H 0.238; O -0.626; C -0.011; O -0.650

=====

b) Formula: C2H5O2S
Source: the OMol25 dataset
Level of theory: ωB97M-V/def2-TZVPD

Positions of all 10 atoms, in Å:
C 0.01 -0.67 -2.06
S 0.02 1.02 -1.28
H 1.09 -0.97 -2.02
H -0.51 -1.32 -1.31
H -0.36 -0.60 -3.06
O 1.12 -0.24 1.77
C -0.09 -0.47 2.03
O -1.04 -0.56 1.23
H -0.38 -0.47 3.18
H -0.37 0.36 -0.10

Properties
- frontier orbital gap (eV) = 7.93
- total charge = -1
- E_HOMO (eV) = -4.2
- spin multiplicity = 1

These are the Mulliken partial charges, in e, on atoms 1 to 8: C -0.709; S -0.293; H 0.211; H 0.235; H 0.278; O -0.650; C 0.118; O -0.665

=====

c) Formula: C2H5O2S
Source: the OMol25 dataset
Level of theory: ωB97M-V/def2-TZVPD

Positions of all 10 atoms, in Å:
C -1.40 -0.93 -1.08
S -0.86 -1.44 0.65
H -2.22 -0.19 -1.11
H -1.59 -1.80 -1.76
H -0.39 -0.41 -1.26
O 1.79 1.30 -1.00
C 0.88 1.61 -0.13
O 0.80 1.08 1.06
H 0.37 2.68 -0.20
H -0.01 -0.32 0.74

Properties
- frontier orbital gap (eV) = 8.36
- total charge = -1
- E_HOMO (eV) = -4.6
- spin multiplicity = 1

These are the Mulliken partial charges, in e, on atoms 1 to 8: C -0.589; S -0.334; H 0.216; H 0.259; H 0.108; O -0.608; C 0.117; O -0.634

=====

Which one is most stable, and which one is least stable? a) is the most stable of them, while c) is the least stable.

=====

a) Formula: CH3O3P
Source: the OMol25 dataset
Level of theory: ωB97M-V/def2-TZVPD

Positions of all 8 atoms, in Å:
C -1.08 -0.46 0.13
O 0.04 -0.70 0.98
O -0.65 -0.25 -1.13
O 1.55 1.14 0.04
P 1.16 -0.48 -0.15
H -1.77 -1.27 0.05
H -1.48 0.40 0.60
H 2.24 1.62 -0.52

Properties
- frontier orbital gap (eV) = 9.52
- total charge = 0
- E_HOMO (eV) = -9.6
- spin multiplicity = 1

Charges in e, computed with Mulliken, in the same order as the atoms: C 0.003; O -0.271; O -0.569; O -0.467; P 0.487; H 0.261; H 0.206; H 0.350

=====

b) Formula: CH3O3P
Source: the OMol25 dataset
Level of theory: ωB97M-V/def2-TZVPD

Positions of all 8 atoms, in Å:
C 0.79 -0.32 -0.14
O -3.23 0.18 0.26
O 1.63 0.66 -0.41
O -0.78 0.41 0.56
P -1.97 -0.40 -0.22
H 1.14 -0.81 0.66
H 0.48 -0.96 -1.01
H 1.93 1.25 0.29

Properties
- frontier orbital gap (eV) = 10.34
- total charge = 0
- E_HOMO (eV) = -10.0
- spin multiplicity = 1

Charges in e, computed with Mulliken, in the same order as the atoms: C -0.074; O -0.451; O -0.459; O -0.380; P 0.403; H 0.283; H 0.314; H 0.364

=====

c) Formula: CH3O3P
Source: the OMol25 dataset
Level of theory: ωB97M-V/def2-TZVPD

Positions of all 8 atoms, in Å:
O 1.25 1.01 -2.35
P 2.42 0.94 -1.50
O 2.55 -0.66 -1.13
H 2.77 -1.02 -0.28
C -0.76 0.49 0.15
O 0.31 0.74 0.60
H -0.85 -0.25 -0.68
H -1.78 0.98 0.58

Properties
- SMILES = O=PO.C=O
- frontier orbital gap (eV) = 10.38
- total charge = 0
- E_HOMO (eV) = -10.3
- spin multiplicity = 1

Charges in e, computed with Mulliken, in the same order as the atoms: O -0.394; P 0.481; O -0.442; H 0.340; C -0.055; O -0.369; H 0.229; H 0.211

=====

Which one is most stable, and which one is least stable? c) is the most stable of them, while b) is the least stable.

=====

a) Formula: C2H2OS2
Source: the OMol25 dataset
Level of theory: ωB97M-V/def2-TZVPD

Positions of all 7 atoms, in Å:
O 0.81 1.76 -1.12
C 1.08 0.74 -0.57
C 1.59 -0.38 -0.16
S 2.19 -1.70 0.58
S -1.53 -0.31 0.91
H -1.59 -0.79 -0.29
H -2.54 0.68 0.65

Properties
- SMILES = O=C=C=S.S
- frontier orbital gap (spin up / spin down) (eV) = 6.56 / 6.45
- total charge = 0
- E_HOMO (spin up / spin down) (eV) = -8.7 / -8.6
- spin multiplicity = 1

Charges in e, computed with Mulliken, in the same order as the atoms: O -0.413; C 0.920; C -0.305; S -0.196; S -0.356; H 0.168; H 0.182

=====

b) Formula: C2H2OS2
Source: the OMol25 dataset
Level of theory: ωB97M-V/def2-TZVPD

Positions of all 7 atoms, in Å:
C -1.09 -0.15 0.87
C -0.17 -0.25 -0.04
O 2.72 -0.32 -0.06
S -2.35 0.49 -0.24
S -0.67 0.68 -1.44
H -1.48 -0.62 1.73
H 3.04 0.18 -0.83

Properties
- frontier orbital gap (spin up / spin down) (eV) = 7.91 / 7.23
- total charge = 0
- E_HOMO (spin up / spin down) (eV) = -9.2 / -9.0
- spin multiplicity = 1

Charges in e, computed with Mulliken, in the same order as the atoms: C -0.304; C 0.059; O -0.357; S -0.063; S -0.031; H 0.380; H 0.315

=====

c) Formula: C2H2OS2
Source: the OMol25 dataset
Level of theory: ωB97M-V/def2-TZVPD

Positions of all 7 atoms, in Å:
C 0.50 -0.04 0.02
O 1.68 0.77 0.13
C 1.84 -0.51 0.49
S 2.91 -1.82 0.00
S 2.29 -1.41 1.94
H -0.22 0.18 0.80
H -0.03 -0.20 -0.97

Properties
- SMILES = C1OC12SS2
- frontier orbital gap (eV) = 8.44
- total charge = 0
- E_HOMO (eV) = -8.6
- spin multiplicity = 1

Charges in e, computed with Mulliken, in the same order as the atoms: C -0.179; O -0.363; C 0.465; S -0.153; S -0.155; H 0.178; H 0.207

=====

Which one is most stable, and which one is least stable? c) is the most stable of them, while b) is the least stable.

=====

a) Formula: CH2N3O3
Source: the OMol25 dataset
Level of theory: ωB97M-V/def2-TZVPD

Positions of all 9 atoms, in Å:
C 1.69 0.40 0.26
N -1.65 -0.09 0.70
N 0.57 -1.56 -0.49
N -1.30 -0.33 -0.43
O -1.72 0.11 -1.51
O 2.68 0.92 0.72
O 1.61 -0.82 -0.15
H 0.64 0.87 0.16
H -2.53 0.51 0.73

Properties
- frontier orbital gap (spin up / spin down) (eV) = 7.54 / 7.49
- total charge = -1
- E_HOMO (spin up / spin down) (eV) = -3.4 / -3.3
- spin multiplicity = 1

These are the Mulliken partial charges, in e, on atoms 1 to 8: C 0.325; N -0.451; N -0.156; N 0.211; O -0.694; O -0.587; O -0.092; H 0.236

=====

b) Formula: CH2N3O3
Source: the OMol25 dataset
Level of theory: ωB97M-V/def2-TZVPD

Positions of all 9 atoms, in Å:
C -0.02 0.07 0.33
N 0.94 1.38 1.71
N -1.06 0.60 -0.20
N 0.68 -1.01 0.04
O 1.48 -1.49 0.84
O 1.52 2.11 0.93
O -1.59 -0.30 -1.26
H 0.42 -1.55 -0.89
H -2.38 0.19 -1.51

Properties
- frontier orbital gap (spin up / spin down) (eV) = 6.82 / 6.55
- total charge = -1
- E_HOMO (spin up / spin down) (eV) = -2.8 / -2.5
- spin multiplicity = 1

These are the Mulliken partial charges, in e, on atoms 1 to 8: C 0.259; N -0.022; N -0.466; N 0.040; O -0.536; O -0.373; O -0.532; H 0.294

=====

c) Formula: CH2N3O3
Source: the OMol25 dataset
Level of theory: ωB97M-V/def2-TZVPD

Positions of all 9 atoms, in Å:
C 0.06 0.14 -1.32
N -0.72 1.96 0.11
N -0.22 0.74 -0.17
N -1.17 2.01 1.31
O -1.14 0.97 2.05
O 0.12 0.59 -2.45
O -1.63 3.08 1.72
H 0.32 -0.93 -1.11
H -0.49 -0.02 0.90

Properties
- frontier orbital gap (eV) = 7.88
- total charge = -1
- E_HOMO (eV) = -3.8
- spin multiplicity = 1

These are the Mulliken partial charges, in e, on atoms 1 to 8: C 0.050; N -0.747; N 0.073; N 1.164; O -0.781; O -0.616; O -0.764; H 0.253

=====

Which one is most stable, and which one is least stable? c) is the most stable of them, while b) is the least stable.

=====

a) Formula: Cl3H3Si2
Source: the OMol25 dataset
Level of theory: ωB97M-V/def2-TZVPD

Positions of all 8 atoms, in Å:
Cl -1.48 1.80 -1.21
Si -0.31 0.11 -1.35
Si 0.52 -0.17 0.90
Cl 2.36 -0.94 1.98
Cl -0.67 -1.52 1.74
H 0.71 0.38 -2.40
H -1.39 -0.83 -1.10
H 0.26 1.17 1.45

Properties
- SMILES = Cl[SiH2][SiH](Cl)Cl
- frontier orbital gap (eV) = 9.79
- total charge = 0
- E_HOMO (eV) = -10.2
- spin multiplicity = 1

Charges in e, computed with Mulliken, in the same order as the atoms: Cl -0.222; Si 0.407; Si 0.512; Cl -0.327; Cl -0.194; H -0.062; H -0.039; H -0.074

=====

b) Formula: Cl3H3Si2
Source: the OMol25 dataset
Level of theory: ωB97M-V/def2-TZVPD

Positions of all 8 atoms, in Å:
Cl -1.59 -1.51 0.38
Si -0.23 -0.94 -0.95
Si 1.65 -0.63 0.33
Cl 2.44 1.28 0.17
Cl 2.96 -2.06 -0.39
H -0.94 0.14 -1.57
H -0.23 -2.16 -1.86
H 2.06 -0.98 1.83

Properties
- SMILES = Cl[SiH2][SiH](Cl)Cl
- frontier orbital gap (eV) = 10.09
- total charge = 0
- E_HOMO (eV) = -10.6
- spin multiplicity = 1

Charges in e, computed with Mulliken, in the same order as the atoms: Cl -0.228; Si 0.460; Si 0.504; Cl -0.239; Cl -0.251; H -0.112; H -0.072; H -0.063

=====

c) Formula: Cl3H3Si2
Source: the OMol25 dataset
Level of theory: ωB97M-V/def2-TZVPD

Positions of all 8 atoms, in Å:
Si -0.63 -0.29 1.10
Si 0.81 0.35 -0.62
Cl -2.22 -0.18 -1.29
Cl 2.72 0.54 0.17
Cl 0.40 1.90 -1.71
H -1.78 0.28 1.64
H -0.23 -1.57 1.81
H 0.92 -1.04 -1.11

Properties
- frontier orbital gap (eV) = 8.12
- total charge = 0
- E_HOMO (eV) = -9.9
- spin multiplicity = 1

Charges in e, computed with Mulliken, in the same order as the atoms: Si 0.445; Si 0.525; Cl -0.511; Cl -0.256; Cl -0.097; H -0.046; H -0.021; H -0.040

=====

Which one is most stable, and which one is least stable? b) is the most stable of them, while c) is the least stable.

=====

a) Formula: Br5HSi2
Source: the OMol25 dataset
Level of theory: ωB97M-V/def2-TZVPD

Positions of all 8 atoms, in Å:
Si -0.29 1.02 -0.76
Si 0.61 -0.84 0.48
Br -0.43 3.08 0.06
Br -3.47 0.19 -0.79
Br -0.72 -2.34 1.34
Br 2.11 -2.08 -0.65
Br 1.69 0.10 2.29
H 0.50 0.86 -1.99

Properties
- frontier orbital gap (eV) = 6.78
- total charge = 0
- E_HOMO (eV) = -9.6
- spin multiplicity = 1

Charges in e, computed with Mulliken, in the same order as the atoms: Si 0.448; Si 0.612; Br -0.072; Br -0.405; Br -0.143; Br -0.196; Br -0.234; H -0.011

=====

b) Formula: Br5HSi2
Source: the OMol25 dataset
Level of theory: ωB97M-V/def2-TZVPD

Positions of all 8 atoms, in Å:
Br 1.14 1.42 2.21
Si 1.12 0.22 0.40
Br 1.74 2.14 -1.48
Si -1.06 -0.62 -0.20
Br -1.38 -0.45 -2.49
Br -1.16 -2.71 0.46
Br -2.79 0.54 0.44
H 2.38 -0.53 0.67

Properties
- SMILES = Br[SiH](Br)[Si](Br)(Br)Br
- frontier orbital gap (eV) = 8.59
- total charge = 0
- E_HOMO (eV) = -10.0
- spin multiplicity = 1

Charges in e, computed with Mulliken, in the same order as the atoms: Br -0.133; Si 0.439; Br -0.347; Si 0.607; Br -0.203; Br -0.174; Br -0.155; H -0.034

=====

Which one is most stable, and which one is least stable? b) is the most stable of them, while a) is the least stable.

=====

a) Formula: C3H4OS2
Source: the OMol25 dataset
Level of theory: ωB97M-V/def2-TZVPD

Positions of all 10 atoms, in Å:
C -2.39 -0.21 0.09
S -0.82 -1.16 -0.06
C 0.48 -0.04 0.15
S 2.06 -0.50 -0.05
C 0.33 1.47 0.30
O -0.41 2.17 -0.37
H -2.75 -0.03 1.15
H -2.21 0.79 -0.27
H -3.12 -0.77 -0.49
H 0.94 1.86 1.18

Properties
- SMILES = CSC(=S)C=O
- frontier orbital gap (eV) = 8.09
- total charge = 0
- E_HOMO (eV) = -9.2
- spin multiplicity = 1

These are the Mulliken partial charges, in e, on atoms 1 to 8: C -0.781; S 0.002; C 0.226; S -0.196; C -0.009; O -0.451; H 0.288; H 0.287

=====

b) Formula: C3H4OS2
Source: the OMol25 dataset
Level of theory: ωB97M-V/def2-TZVPD

Positions of all 10 atoms, in Å:
O 0.29 1.10 -1.17
C 0.47 1.78 -0.23
S 0.22 1.21 1.47
C 0.19 -0.45 1.03
C -0.58 -0.78 -0.01
S -0.58 -2.46 -0.42
H 0.75 2.80 -0.21
H 0.79 -0.92 1.70
H -1.22 -0.11 -0.51
H -0.32 -2.16 -1.65

Properties
- SMILES = O=CS/C=C/S
- frontier orbital gap (eV) = 9.25
- total charge = 0
- E_HOMO (eV) = -8.6
- spin multiplicity = 1

These are the Mulliken partial charges, in e, on atoms 1 to 8: O -0.415; C 0.063; S -0.179; C -0.363; C -0.310; S -0.216; H 0.368; H 0.472

=====

c) Formula: C3H4OS2
Source: the OMol25 dataset
Level of theory: ωB97M-V/def2-TZVPD

Positions of all 10 atoms, in Å:
O -0.35 1.06 1.12
C -0.51 -0.27 0.91
C 0.04 -0.71 -0.40
S 1.85 -0.35 -0.36
C 0.58 0.34 -1.22
S 0.44 1.38 -2.37
H -0.37 1.59 0.37
H -1.62 -0.56 0.98
H -0.03 -0.76 1.78
H -0.03 -1.72 -0.80

Properties
- SMILES = OC[C@@H]1SC1=S
- frontier orbital gap (eV) = 8.45
- total charge = 0
- E_HOMO (eV) = -8.9
- spin multiplicity = 1

These are the Mulliken partial charges, in e, on atoms 1 to 8: O -0.465; C -0.281; C -0.004; S -0.078; C -0.048; S -0.325; H 0.282; H 0.237

=====

d) Formula: C3H4OS2
Source: the OMol25 dataset
Level of theory: ωB97M-V/def2-TZVPD

Positions of all 10 atoms, in Å:
C 0.25 0.57 0.52
C -1.26 0.66 0.47
C 0.32 -0.90 0.12
H 2.34 1.09 -0.72
H 0.62 0.70 1.53
H -1.60 1.19 -0.40
H -1.73 1.11 1.37
O 1.20 -1.61 -0.24
S 1.09 1.61 -0.70
S -1.40 -1.18 0.29

Properties
- frontier orbital gap (eV) = 9.82
- total charge = 0
- E_HOMO (eV) = -9.3
- spin multiplicity = 1

These are the Mulliken partial charges, in e, on atoms 1 to 8: C -0.091; C -0.633; C 0.501; H 0.152; H 0.324; H 0.347; H 0.316; O -0.511

=====

Which one is most stable, and which one is least stable? d) is the most stable of them, while c) is the least stable.

=====

a) Formula: C6H7NO2S
Source: the OMol25 dataset
Level of theory: ωB97M-V/def2-TZVPD

Positions of all 17 atoms, in Å:
C -0.47 -1.60 -1.51
C -0.59 -0.55 -2.38
C 2.25 0.60 1.41
C 2.02 0.47 0.20
C -0.56 -1.22 -0.09
C -0.65 0.27 0.05
N -0.73 0.93 1.14
O -0.55 0.48 2.30
O -0.90 2.38 1.13
S -0.80 1.01 -1.57
H -0.47 -2.63 -1.94
H -0.63 -0.63 -3.37
H 2.24 0.46 2.47
H -0.96 2.58 2.08
H 2.08 0.81 -0.83
H -1.50 -1.58 0.35
H 0.23 -1.77 0.59

Properties
- frontier orbital gap (eV) = 8.66
- total charge = 0
- E_HOMO (eV) = -8.0
- spin multiplicity = 1

These are the Mulliken partial charges, in e, on atoms 1 to 8: C -0.534; C -0.357; C -0.159; C -0.516; C -0.159; C -0.420; N 0.866; O -0.734

=====

b) Formula: C6H7NO2S
Source: the OMol25 dataset
Level of theory: ωB97M-V/def2-TZVPD

Positions of all 17 atoms, in Å:
N -2.06 -1.46 -0.81
S -0.57 -1.08 -1.76
O -1.18 -0.33 -2.89
O 0.29 -2.20 -2.06
C 0.12 -0.20 -0.54
C 1.25 -0.73 0.29
C 1.71 0.11 1.25
C 1.09 1.28 1.66
C 0.20 1.87 0.87
C -0.41 1.04 -0.08
H -2.73 -0.59 -0.92
H -1.93 -1.88 0.27
H 1.62 -1.64 0.01
H 2.39 -0.40 1.95
H 1.57 1.67 2.49
H -0.13 2.90 0.82
H -1.21 1.63 -0.54

Properties
- SMILES = NS(=O)(=O)c1ccccc1
- frontier orbital gap (eV) = 9.47
- total charge = 0
- E_HOMO (eV) = -9.5
- spin multiplicity = 1

These are the Mulliken partial charges, in e, on atoms 1 to 8: N -0.636; S 1.087; O -0.606; O -0.604; C 0.307; C -0.506; C -0.382; C -0.471

=====

Which one is most stable, and which one is least stable? b) is the most stable of them, while a) is the least stable.